222
Properties=species:S:1:pos:R:3 method="wB97M-V/def2-TZVPD" orbital_gap_ev=9.51 total_charge=0 multiplicity=1 homo_ev=-9.408 lumo_ev=0.10
C 2.20065 -0.81134 -4.24806
N 2.31945 0.64832 -4.09343
O 3.10260 1.05687 -3.28405
O 1.75448 1.37265 -4.97555
H 2.19268 -1.17231 -3.21960
H 3.10438 -1.20197 -4.71581
H 1.29010 -1.06220 -4.79219
C -6.77197 -4.97071 -6.44242
N -5.44993 -4.82733 -5.79943
O -4.87347 -3.76767 -6.07669
O -5.03319 -5.76245 -5.11610
H -6.93051 -6.04462 -6.54079
H -6.80468 -4.55168 -7.44813
H -7.48693 -4.44122 -5.81268
C 7.57277 -10.48629 -4.49578
O 6.19421 -10.13819 -4.24908
C 5.98794 -8.72329 -4.13685
C 4.54096 -8.39048 -3.75347
O 3.49442 -8.61839 -4.71630
C 3.18822 -10.00404 -4.76345
H 7.95124 -10.41308 -5.51534
H 7.73078 -11.53260 -4.23435
H 8.22450 -9.85610 -3.89063
H 6.23857 -8.18836 -5.05288
H 6.66067 -8.24180 -3.42713
H 4.53464 -7.37409 -3.35977
H 4.33320 -8.93043 -2.82967
H 2.49526 -10.32682 -3.98646
H 4.03673 -10.67560 -4.89432
H 2.50812 -10.20129 -5.59210
C 7.79033 -7.97401 1.27668
O 6.89364 -6.85731 1.36848
C 7.34158 -5.83159 2.27427
C 6.76129 -4.49752 2.02436
O 5.47261 -4.55359 2.48833
C 4.52315 -3.54918 2.20195
H 8.01852 -8.55961 2.16723
H 8.77667 -7.81931 0.83928
H 7.38240 -8.67136 0.54497
H 8.41487 -5.66791 2.37094
H 7.17028 -6.22467 3.27639
H 6.81124 -4.22167 0.97103
H 7.28182 -3.78285 2.66186
H 3.63401 -3.69885 2.81443
H 4.27412 -3.49524 1.14216
H 4.98953 -2.59804 2.45870
C -6.11583 0.45875 -2.53154
O -6.58342 -0.70186 -1.83113
C -7.64063 -0.61258 -0.88807
C -7.94444 -2.04398 -0.40796
O -8.20437 -2.91607 -1.56497
C -8.69557 -4.24467 -1.17144
H -5.96957 1.30653 -1.86223
H -6.88380 0.73036 -3.25580
H -5.29156 0.19042 -3.19237
H -8.51062 -0.15785 -1.36183
H -7.33460 -0.01101 -0.03219
H -8.77591 -1.95247 0.29087
H -7.17530 -2.47437 0.23335
H -9.22279 -4.74264 -1.98518
H -9.52937 -4.13438 -0.47811
H -7.93274 -4.89499 -0.74334
C -0.82484 -4.62161 -1.42030
O -0.53902 -3.49504 -0.62867
C -1.64810 -2.55270 -0.55097
C -1.31502 -1.23298 0.26477
O -0.51659 -0.29088 -0.39724
C -0.22855 0.90559 0.39427
H -0.92478 -4.28553 -2.45237
H -1.73519 -5.08188 -1.03623
H 0.00135 -5.31727 -1.27351
H -2.45118 -2.96986 0.05660
H -2.06909 -2.28460 -1.52000
H -0.78889 -1.45394 1.19345
H -2.22451 -0.71202 0.56399
H -1.10250 1.42126 0.79227
H 0.28408 1.63649 -0.23112
H 0.49770 0.62778 1.15812
C -2.52140 9.71996 2.24731
O -3.36631 10.47101 3.07412
C -4.00774 11.55006 2.42556
C -4.93382 12.42433 3.26925
O -5.24854 13.70942 2.74576
C -5.88387 13.66812 1.46253
H -1.77570 10.39496 1.82730
H -3.07872 9.19975 1.46828
H -2.02023 8.90737 2.77327
H -4.48288 11.13659 1.53596
H -3.15384 12.17636 2.16728
H -4.51455 12.62284 4.25561
H -5.88347 11.89501 3.34721
H -5.31925 13.29644 0.60745
H -6.28815 14.66322 1.27700
H -6.77390 13.04540 1.55291
C 3.99891 8.60430 -0.55302
O 3.59404 9.97378 -0.42186
C 4.66762 10.86858 -0.04907
C 4.11162 12.12453 0.70937
O 3.27325 11.66329 1.74359
C 2.54550 12.75144 2.30131
H 4.32878 8.04488 0.32239
H 4.84158 8.49115 -1.23509
H 3.11974 8.05180 -0.88453
H 5.20446 11.17162 -0.94801
H 5.40982 10.22026 0.41666
H 3.57526 12.67941 -0.06038
H 4.95638 12.74358 1.01147
H 1.95561 13.25072 1.53264
H 3.28874 13.49787 2.58153
H 1.89604 12.38687 3.09718
C 2.93008 1.89735 6.83897
O 1.90693 2.33542 5.98107
C 1.15962 3.50953 6.30872
C 1.93345 4.84246 6.42294
O 2.65732 5.11783 5.23690
C 3.30084 6.38491 5.24367
H 3.49649 1.10494 6.34971
H 2.45955 1.50246 7.73940
H 3.62977 2.67737 7.13913
H 0.47756 3.47484 7.15824
H 0.40195 3.67844 5.54355
H 2.56330 4.93404 7.30782
H 1.17219 5.62185 6.45664
H 3.92874 6.46115 4.35596
H 3.94568 6.54728 6.10734
H 2.61796 7.23144 5.17181
C 3.62521 -5.81706 -14.27446
O 3.03499 -5.66489 -13.04652
C 2.16549 -6.75678 -12.63148
C 1.75700 -6.72900 -11.12944
O 1.25393 -5.38204 -10.84223
C 0.94368 -5.05716 -9.52701
H 4.27222 -6.69329 -14.23328
H 4.19780 -4.91764 -14.50090
H 2.95385 -6.05420 -15.09977
H 2.60842 -7.74534 -12.75253
H 1.28893 -6.69683 -13.27655
H 2.69420 -6.94138 -10.61498
H 1.01804 -7.49340 -10.88921
H 1.93331 -5.00927 -9.07266
H 0.37260 -5.81562 -8.99158
H 0.34303 -4.14799 -9.50041
C -0.56349 13.98261 -3.65767
O -0.99304 12.64408 -3.99959
C -1.10375 11.82061 -2.79304
C -1.56683 10.41708 -3.17063
O -0.77123 9.80533 -4.17585
C -0.99090 8.37669 -4.17150
H -0.61186 14.67438 -4.49864
H 0.43012 14.07156 -3.21843
H -1.30936 14.37257 -2.96507
H -1.77214 12.20038 -2.02029
H -0.09918 11.73554 -2.37870
H -2.59955 10.49574 -3.51034
H -1.57102 9.92012 -2.20052
H -0.29363 7.93381 -4.88268
H -1.95899 7.97311 -4.46815
H -0.65801 7.87863 -3.26088
C -7.98539 -11.46217 -0.92864
O -6.57765 -11.88680 -0.93564
C -5.78633 -11.08028 -1.87675
C -4.44256 -11.70539 -2.34163
O -4.68864 -13.02079 -2.85982
C -3.51110 -13.54835 -3.51067
H -8.46931 -11.58652 -1.89737
H -7.99785 -10.44453 -0.53828
H -8.53417 -12.06970 -0.20902
H -5.60161 -10.07235 -1.50521
H -6.37013 -10.80847 -2.75617
H -3.66267 -11.68576 -1.58039
H -4.08384 -11.15502 -3.21141
H -2.60669 -13.35533 -2.93370
H -3.50926 -13.24888 -4.55873
H -3.54661 -14.63605 -3.44964
C -8.93872 5.03641 10.06225
O -7.77575 4.29495 9.74701
C -7.39028 4.35024 8.40149
C -6.61626 3.07203 8.00398
O -6.13589 3.01293 6.60835
C -5.37978 1.86282 6.30503
H -8.90856 6.02644 9.60725
H -8.98966 5.08484 11.14999
H -9.75228 4.44135 9.64738
H -6.93768 5.32821 8.23769
H -8.27996 4.41733 7.77535
H -7.20869 2.19545 8.26613
H -5.71304 3.11104 8.61291
H -4.51936 1.73171 6.96122
H -5.13659 2.00598 5.25219
H -5.99385 0.96289 6.27122
C 8.13385 2.44709 1.80108
O 9.19936 1.58981 1.83915
C 10.44146 2.28541 1.79684
C 11.60155 1.16991 1.59823
O 11.56969 0.19833 2.67576
C 11.90127 0.69923 3.98292
H 7.16336 1.99811 2.01239
H 8.00953 2.77015 0.76750
H 8.28275 3.24620 2.52727
H 10.56270 2.98410 2.62463
H 10.41524 3.01152 0.98433
H 12.57356 1.65882 1.66357
H 11.58233 0.70516 0.61247
H 11.03459 1.30529 4.24683
H 12.76130 1.36777 4.02144
H 11.93515 -0.09540 4.72827
C -3.59184 -6.76298 4.79482
O -3.09571 -6.01348 5.88447
C -2.72988 -4.69217 5.53127
C -1.81610 -4.01271 6.59275
O -2.62361 -3.72764 7.74083
C -1.94131 -3.20688 8.85401
H -4.00960 -7.64482 5.28057
H -2.90366 -7.06463 4.00520
H -4.47936 -6.26304 4.40692
H -3.63451 -4.11384 5.34349
H -2.17226 -4.66563 4.59506
H -1.49747 -3.04052 6.21669
H -0.97918 -4.67511 6.81389
H -1.29243 -2.38467 8.55231
H -1.30415 -3.96551 9.30856
H -2.61905 -2.83537 9.62261